A structure of composition C34H37As2ClNPtSi. Source: the Open Molecules 2025 dataset; level of theory: the ωB97M-V functional and the def2-TZVPD basis.

Geometry as XYZ:
```
77
Properties=species:S:1:pos:R:3:lowdin_charge:R:1
Pt -1.512 -0.027 -1.085 0.77
C -2.150 1.224 -2.811 -0.28
C -3.181 1.132 -1.894 -0.24
As -2.791 0.460 1.176 1.20
C -2.305 -1.077 2.286 -0.46
C -3.207 -2.080 2.642 -0.11
C -2.837 -3.086 3.529 -0.07
C -1.565 -3.105 4.080 -0.08
C -0.669 -2.096 3.757 -0.08
C -1.041 -1.092 2.874 -0.14
C -4.556 -0.092 0.530 -0.50
C -5.575 0.849 0.615 -0.13
C -6.840 0.584 0.097 -0.07
C -7.101 -0.635 -0.509 -0.07
C -6.096 -1.592 -0.589 -0.07
C -4.836 -1.319 -0.076 -0.16
As -0.159 -0.751 -3.201 1.21
C 1.017 -2.205 -2.658 -0.48
C 0.630 -3.538 -2.540 -0.12
C 1.558 -4.508 -2.191 -0.08
C 2.884 -4.160 -1.958 -0.08
C 3.284 -2.836 -2.091 -0.10
C 2.356 -1.868 -2.441 -0.15
C -1.601 -1.824 -3.968 -0.48
C -2.783 -2.155 -3.310 -0.14
C -3.771 -2.901 -3.938 -0.07
C -3.579 -3.341 -5.240 -0.07
C -2.405 -3.025 -5.909 -0.07
C -1.426 -2.266 -5.281 -0.11
H -1.542 2.118 -2.871 0.05
H -2.194 0.622 -3.709 0.03
H -3.964 0.394 -2.029 0.07
H -3.457 1.952 -1.245 0.05
H -4.213 -2.079 2.247 0.09
H -3.557 -3.850 3.796 0.11
H -1.282 -3.884 4.776 0.11
H 0.320 -2.081 4.199 0.11
H -0.328 -0.305 2.655 0.07
H -5.385 1.803 1.094 0.10
H -7.621 1.329 0.175 0.11
H -8.083 -0.845 -0.910 0.11
H -6.296 -2.553 -1.046 0.11
H -4.072 -2.084 -0.132 0.07
H -0.397 -3.823 -2.739 0.10
H 1.250 -5.543 -2.110 0.11
H 3.607 -4.920 -1.692 0.11
H 4.319 -2.562 -1.933 0.11
H 2.678 -0.839 -2.572 0.09
H -2.953 -1.828 -2.287 0.05
H -4.685 -3.142 -3.410 0.10
H -4.344 -3.925 -5.734 0.11
H -2.253 -3.361 -6.926 0.11
H -0.518 -2.014 -5.815 0.10
C 0.386 1.774 1.386 -0.21
Si -0.393 2.000 -0.283 0.39
C 0.980 2.230 -1.516 -0.20
C -1.522 3.465 -0.251 -0.21
H 0.970 2.686 1.557 0.06
H 1.084 0.942 1.458 0.02
H -0.348 1.701 2.187 0.01
H 1.381 3.227 -1.300 0.05
H 0.718 2.186 -2.571 0.01
H 1.783 1.508 -1.347 0.03
H -0.877 4.330 -0.059 0.05
H -2.255 3.399 0.551 0.02
H -2.038 3.658 -1.192 0.03
Cl 3.039 -2.473 1.380 0.76
C 1.408 -2.615 0.854 -0.64
C 0.679 -3.768 1.074 -0.05
C -0.634 -3.794 0.637 -0.02
C -1.163 -2.683 0.018 -0.14
N -0.447 -1.564 -0.189 -0.15
C 0.824 -1.540 0.214 -0.19
H 1.128 -4.615 1.573 0.13
H -1.256 -4.665 0.780 0.13
H -2.184 -2.678 -0.329 0.09
H 1.396 -0.649 0.009 0.10
```

Calculated values
- E_HOMO: -9.92 eV
- Charge: +1
- Frontier orbital gap: 0.2389 Ha
- Electronic energy: -6712.91174 a.u.
- Energy relative to the best compared isomer or geometry (same formula, charge and spin): 2.321 eV


A structure of composition C34H37BFN7O4S6V. Source: the Open Molecules 2025 dataset; level of theory: the ωB97M-V functional and the def2-TZVPD basis.

Geometry as XYZ:
```
91
Properties=species:S:1:pos:R:3:mulliken_spin:R:1
V -0.690 -0.520 -0.270 1.30
C -1.014 5.551 3.765 0.00
C 0.320 4.832 3.957 0.00
C 1.516 5.773 3.987 0.00
C 1.716 6.446 2.634 0.00
C 1.758 5.417 1.532 0.00
C 2.421 5.680 0.355 0.00
C 2.479 4.717 -0.647 0.00
F 3.167 4.995 -1.763 0.00
C 1.855 3.512 -0.528 0.00
C 1.148 3.234 0.645 -0.01
C 0.417 1.979 0.749 0.00
O 0.245 1.286 -0.296 -0.06
C -0.075 1.667 2.054 0.02
C -0.020 2.613 3.041 0.00
N 0.501 3.829 2.885 0.00
C 1.129 4.167 1.691 0.00
C -0.692 0.346 2.420 -0.02
O -1.103 0.133 3.523 0.00
O -0.716 -0.502 1.404 -0.07
H -1.150 6.309 4.537 0.00
H -1.835 4.835 3.833 0.00
H -1.067 6.031 2.785 0.00
H 0.285 4.287 4.898 0.00
H 2.413 5.196 4.230 0.00
H 1.367 6.513 4.771 0.00
H 2.646 7.013 2.631 0.00
H 0.910 7.160 2.444 0.00
H 2.915 6.633 0.205 0.00
H 1.912 2.764 -1.309 0.00
H -0.432 2.372 4.013 0.00
C -0.657 -5.108 -3.853 0.00
N -0.101 -3.877 -4.375 0.00
C -0.536 -3.237 -5.529 0.00
C 0.209 -2.132 -5.662 0.00
N 1.100 -2.063 -4.595 0.00
B 2.151 -0.943 -4.489 0.00
N 1.487 0.448 -4.032 0.00
C 2.083 1.639 -4.397 0.00
C 1.327 2.661 -3.947 0.00
N 0.255 2.096 -3.291 0.00
C -0.882 2.828 -2.756 0.00
C 0.386 0.745 -3.320 0.00
S -0.724 -0.365 -2.578 -0.05
C 0.899 -3.144 -3.795 0.00
S 1.704 -3.572 -2.369 0.00
H -0.684 -5.862 -4.639 0.00
H -1.665 -4.936 -3.474 0.00
H -0.024 -5.442 -3.038 0.00
H -1.324 -3.642 -6.144 0.00
H 0.194 -1.374 -6.429 0.00
H 2.580 -0.739 -5.600 0.00
H 3.019 -1.232 -3.701 0.00
H 2.997 1.647 -4.967 0.00
H 1.453 3.729 -4.028 0.00
H -0.545 3.792 -2.382 0.00
H -1.332 2.265 -1.950 0.00
H -1.633 2.982 -3.531 0.00
S -4.912 -1.918 -0.709 -0.02
C -3.379 -1.354 -0.585 0.03
S -2.952 0.279 -0.226 -0.06
S -1.962 -2.332 -0.835 -0.10
C -5.623 -4.726 2.871 0.00
C -4.149 -4.552 2.624 0.00
C -3.420 -3.572 3.285 0.00
C -2.070 -3.376 3.014 0.00
C -1.452 -4.159 2.062 0.00
C -2.157 -5.155 1.394 0.00
C -3.495 -5.351 1.684 0.00
S 0.233 -3.759 1.577 0.01
C 0.951 -5.334 2.118 0.00
O 0.729 -2.742 2.553 0.00
H -5.923 -4.270 3.815 0.00
H -5.898 -5.782 2.886 0.00
H -6.188 -4.246 2.068 0.00
H -3.916 -2.934 4.009 0.00
H -1.504 -2.608 3.525 0.00
H -1.669 -5.751 0.628 0.00
H -4.051 -6.124 1.163 0.00
H 0.689 -5.507 3.161 0.00
H 2.032 -5.257 1.999 0.00
H 0.554 -6.121 1.474 0.00
N 2.333 -0.806 -1.154 0.01
C 3.513 -0.307 -0.780 0.01
C 3.477 -0.170 0.595 0.00
C 2.211 -0.640 0.965 0.01
N 1.525 -1.032 -0.112 -0.01
H 2.085 -1.183 -2.066 0.00
H 4.291 -0.100 -1.497 0.00
H 4.249 0.214 1.243 0.00
H 1.788 -0.757 1.949 0.00
```

Calculated values
- E_HOMO (alpha / beta): -6.68 / -6.68 eV
- Spin multiplicity: 2
- Frontier orbital gap (alpha / beta): 0.2071 / 0.2044 Ha
- Electronic energy: -5460.09145 a.u.
- Energy relative to the best compared isomer or geometry (same formula, charge and spin): 1.638 eV


A structure of composition C34H37BrN11ORuS3Sb. Source: the Open Molecules 2025 dataset; level of theory: the ωB97M-V functional and the def2-TZVPD basis.

Geometry as XYZ:
```
89
Properties=species:S:1:pos:R:3:mulliken_spin:R:1
Ru -0.906 -0.275 -0.280 0.66
C -0.660 -0.460 4.901 0.00
C -0.642 0.289 3.578 0.01
Sb 0.313 -0.718 1.945 0.02
C 2.260 0.181 1.946 0.01
C 2.963 0.200 3.299 0.00
C 0.449 -2.767 2.566 0.00
C 1.801 -3.145 3.158 0.00
H -1.085 0.164 5.688 0.00
H 0.339 -0.757 5.226 0.00
H -1.271 -1.362 4.847 0.00
H -0.110 1.240 3.662 0.00
H -1.650 0.521 3.228 0.00
H 2.044 1.193 1.598 0.00
H 2.881 -0.296 1.186 0.00
H 2.295 0.508 4.106 0.00
H 3.791 0.910 3.282 0.00
H 3.375 -0.776 3.550 0.00
H 0.191 -3.382 1.706 0.00
H -0.358 -2.878 3.292 0.00
H 2.633 -2.866 2.507 0.00
H 1.858 -4.223 3.313 0.00
H 1.963 -2.667 4.124 0.00
N -2.346 -4.349 -0.591 0.00
C -2.370 -3.049 -0.255 0.00
O -1.266 -2.408 -0.262 0.00
C -3.617 -2.439 0.087 0.00
C -3.424 -1.104 0.426 0.00
N -2.911 -0.084 0.640 0.01
C -4.853 -3.104 -0.007 0.00
N -5.864 -3.648 -0.104 0.00
H -3.179 -4.913 -0.545 0.00
H -1.469 -4.780 -0.820 0.00
C 1.808 -2.690 -0.600 0.00
C 1.896 -1.339 -1.205 0.01
N 0.937 -0.430 -1.304 -0.01
C 1.452 0.624 -2.035 -0.01
C 2.739 0.358 -2.354 0.00
N 3.016 -0.880 -1.817 0.00
C 4.334 -1.489 -1.742 0.00
N 4.989 -1.177 -0.503 0.00
N 4.713 -1.915 0.605 0.00
N 5.317 -1.419 1.609 0.00
C 6.027 -0.315 1.197 0.00
C 6.844 0.561 1.919 0.00
C 7.422 1.592 1.218 0.00
C 7.205 1.755 -0.166 0.00
C 6.408 0.900 -0.892 0.00
C 5.822 -0.144 -0.175 0.00
H 0.795 -2.873 -0.257 0.00
H 2.525 -2.818 0.210 0.00
H 2.039 -3.443 -1.359 0.00
H 0.862 1.492 -2.270 0.00
H 3.471 0.928 -2.897 0.00
H 4.929 -1.099 -2.566 0.00
H 4.256 -2.569 -1.840 0.00
H 7.007 0.422 2.978 0.00
H 8.063 2.296 1.730 0.00
H 7.686 2.582 -0.671 0.00
H 6.259 1.039 -1.955 0.00
Br -2.153 0.054 -6.906 0.00
C -2.056 -0.147 -5.039 0.00
C -2.431 0.886 -4.202 0.00
C -2.324 0.697 -2.835 0.00
N -1.874 -0.443 -2.286 0.03
C -1.517 -1.431 -3.118 -0.01
C -1.604 -1.337 -4.491 0.00
H -2.803 1.824 -4.588 0.00
H -2.615 1.479 -2.146 0.00
H -1.159 -2.336 -2.645 0.00
H -1.323 -2.171 -5.116 0.00
S -4.632 5.342 2.013 0.01
C -3.614 4.316 1.245 0.00
S -2.027 3.850 1.857 0.00
C -1.814 2.799 0.497 -0.01
N -2.796 2.796 -0.333 0.05
N -3.790 3.633 0.076 0.01
C -4.977 3.638 -0.728 0.00
C -5.520 2.416 -1.100 0.00
C -6.646 2.393 -1.906 0.00
C -7.226 3.582 -2.323 0.00
C -6.677 4.796 -1.938 0.00
C -5.545 4.834 -1.138 0.00
S -0.377 1.822 0.269 0.23
H -5.064 1.501 -0.748 0.00
H -7.079 1.444 -2.194 0.00
H -8.113 3.563 -2.943 0.00
H -7.132 5.723 -2.260 0.00
H -5.113 5.774 -0.829 0.00
```

Calculated values
- E_HOMO (alpha / beta): -9.94 / -9.99 eV
- Spin multiplicity: 2
- Charge: +1
- Frontier orbital gap (alpha / beta): 0.2639 / 0.2189 Ha
- Electronic energy: -6098.89757 a.u.


A structure of composition C34H37CuNO2P2S2. Source: the Open Molecules 2025 dataset; level of theory: the ωB97M-V functional and the def2-TZVPD basis.

Geometry as XYZ:
```
79
Properties=species:S:1:pos:R:3:mulliken_spin:R:1
Cu -1.845 -1.360 0.960 0.03
S 0.596 -0.314 3.282 0.00
P 0.351 0.752 1.605 -0.02
C -0.740 0.200 0.445 0.00
P -1.725 1.182 -0.531 0.02
S -3.521 1.846 0.073 0.00
C -1.983 0.275 -2.113 -0.02
C -2.808 0.819 -3.096 0.00
C -2.988 0.167 -4.305 0.00
C -2.362 -1.055 -4.539 0.00
C -1.556 -1.614 -3.559 0.00
C -1.361 -0.942 -2.355 0.03
C -0.845 2.681 -1.193 0.00
C 0.046 2.584 -2.261 0.00
C 0.732 3.696 -2.729 0.00
C 0.537 4.934 -2.129 0.00
C -0.354 5.045 -1.070 0.00
C -1.043 3.930 -0.613 0.00
C 2.054 0.933 0.884 -0.01
C 3.172 1.166 1.684 0.00
C 4.436 1.271 1.123 0.00
C 4.603 1.132 -0.253 0.00
C 3.500 0.881 -1.053 0.00
C 2.235 0.778 -0.483 0.00
C 0.016 2.482 2.147 0.00
C 0.890 3.555 2.011 0.00
C 0.530 4.824 2.451 0.00
C -0.715 5.036 3.022 0.00
C -1.600 3.971 3.152 0.00
C -1.237 2.706 2.721 0.00
H -3.320 1.752 -2.889 0.00
H -3.630 0.602 -5.063 0.00
H -2.517 -1.573 -5.479 0.00
H -1.084 -2.578 -3.701 0.00
H -0.739 -1.375 -1.581 -0.02
H 0.198 1.624 -2.744 0.00
H 1.419 3.595 -3.561 0.00
H 1.074 5.805 -2.487 0.00
H -0.512 6.004 -0.590 0.00
H -1.756 4.018 0.198 0.00
H 3.036 1.241 2.757 0.00
H 5.297 1.451 1.757 0.00
H 5.592 1.209 -0.691 0.00
H 3.620 0.757 -2.124 0.00
H 1.362 0.545 -1.082 0.00
H 1.852 3.414 1.536 0.00
H 1.220 5.651 2.325 0.00
H -1.003 6.028 3.354 0.00
H -2.587 4.129 3.573 0.00
H -1.935 1.881 2.796 0.00
C -3.662 -1.248 3.279 0.01
O -3.838 -2.525 2.702 0.05
C -3.059 -2.723 1.552 0.89
C -3.347 -4.118 1.087 -0.07
H -2.626 -1.102 3.607 0.00
H -4.334 -1.184 4.141 0.00
H -3.908 -0.456 2.562 0.01
H -4.427 -4.334 1.105 0.03
H -2.869 -4.887 1.723 0.06
H -2.986 -4.266 0.067 0.01
O -0.145 -4.070 -1.803 0.00
C 0.553 -4.452 -0.894 0.00
C 0.159 -4.377 0.558 -0.12
C 1.247 -3.621 1.347 -0.01
C 1.935 -2.488 0.567 -0.04
C 3.109 -2.892 -0.335 0.00
C 2.732 -3.745 -1.545 0.00
N 1.883 -4.878 -1.129 0.00
H -0.003 -5.382 0.963 0.00
H -0.784 -3.835 0.621 0.09
H 2.012 -4.314 1.726 0.00
H 0.768 -3.169 2.218 0.03
H 2.303 -1.771 1.300 -0.01
H 1.178 -1.936 -0.005 0.02
H 3.841 -3.448 0.269 0.00
H 3.619 -1.987 -0.680 0.00
H 3.624 -4.124 -2.051 0.00
H 2.161 -3.167 -2.272 0.00
H 2.263 -5.242 -0.263 0.00
```

Calculated values
- E_HOMO (alpha / beta): 0.48 / -1.16 eV
- Spin multiplicity: 2
- Charge: -2
- Frontier orbital gap (alpha / beta): 0.1494 / 0.2097 Ha
- Electronic energy: -4642.61826 a.u.
- Energy relative to the best compared isomer or geometry (same formula, charge and spin): 0.000 eV


A structure of composition C34H37F6GeNO4P2Zn. Source: the Open Molecules 2025 dataset; level of theory: the ωB97M-V functional and the def2-TZVPD basis.

Geometry as XYZ:
```
86
Properties=species:S:1:pos:R:3:lowdin_charge:R:1
Zn -0.370 1.263 -0.692 0.69
C -1.957 5.076 2.032 -0.30
P -1.120 3.681 1.113 0.86
C -0.928 4.541 -0.508 -0.29
C 0.577 3.889 1.817 -0.41
C 1.341 5.017 1.516 -0.11
C 2.640 5.164 1.980 -0.11
C 3.198 4.173 2.773 -0.11
C 2.441 3.057 3.099 -0.13
C 1.135 2.895 2.635 -0.41
P 0.153 1.403 3.130 0.93
C 0.328 1.665 4.967 -0.30
C 1.422 0.050 2.901 -0.44
H -1.408 6.021 1.979 0.02
H -2.087 4.794 3.078 0.02
H -2.948 5.215 1.594 0.02
H -0.864 5.629 -0.415 0.03
H -1.790 4.282 -1.125 0.02
H -0.049 4.157 -1.026 0.03
H 0.919 5.787 0.882 0.09
H 3.216 6.043 1.715 0.09
H 4.216 4.266 3.134 0.09
H 2.884 2.286 3.719 0.09
H 1.358 1.847 5.281 0.02
H -0.048 0.782 5.485 0.00
H -0.286 2.517 5.266 0.03
H 1.891 -0.197 3.861 0.07
H 2.205 0.472 2.265 0.07
H 1.676 -1.854 1.921 0.06
C 0.799 -3.254 -6.564 -0.04
C 2.015 -2.618 -5.891 -0.34
C 3.166 -3.603 -5.707 -0.16
C 2.754 -4.730 -4.768 -0.17
C 2.089 -4.192 -3.529 -0.19
C 1.970 -5.031 -2.386 -0.03
C 1.369 -4.508 -1.262 -0.31
F 1.260 -5.319 -0.161 0.00
C 0.880 -3.229 -1.175 0.03
C 0.980 -2.370 -2.307 -0.07
C 0.467 -1.046 -2.257 -0.31
O -0.199 -0.671 -1.216 -0.16
C 0.716 -0.195 -3.411 -0.04
C 1.258 -0.752 -4.515 -0.01
N 1.649 -2.063 -4.602 -0.02
C 1.591 -2.900 -3.483 -0.10
C 0.501 1.310 -3.482 -0.61
O 0.468 1.840 -4.596 -0.02
O 0.460 1.946 -2.372 -0.13
H 1.074 -3.710 -7.520 0.07
H 0.033 -2.498 -6.741 0.08
H 0.367 -4.022 -5.921 0.08
H 2.358 -1.782 -6.505 0.14
H 4.011 -3.060 -5.276 0.12
H 3.478 -3.993 -6.680 0.11
H 3.635 -5.315 -4.485 0.11
H 2.089 -5.428 -5.295 0.10
H 2.347 -6.046 -2.391 0.09
H 0.415 -2.859 -0.274 0.09
H 1.413 -0.145 -5.398 0.13
C -1.453 -1.482 4.619 -0.23
Ge -0.354 -2.364 3.251 0.80
C -1.538 -3.356 2.054 -0.21
C 0.768 -3.670 4.218 -0.23
C 0.851 -1.199 2.223 -0.36
H -2.231 -2.181 4.934 0.01
H -1.934 -0.587 4.231 0.00
H -0.861 -1.220 5.496 0.00
H -2.269 -3.918 2.639 0.01
H -0.974 -4.054 1.435 0.01
H -2.065 -2.668 1.393 0.02
H 0.153 -4.365 4.793 0.01
H 1.446 -3.162 4.908 0.01
H 1.366 -4.244 3.508 0.01
H 0.347 -0.913 1.295 0.02
F -6.709 2.703 1.990 0.06
C -5.634 2.431 1.212 -0.17
C -5.350 3.201 0.101 -0.17
F -6.150 4.246 -0.200 0.08
C -4.262 2.912 -0.699 -0.16
F -4.034 3.715 -1.760 0.07
C -3.371 1.841 -0.445 -0.37
O -2.352 1.607 -1.176 -0.12
C -3.721 1.073 0.694 -0.16
F -2.947 0.024 1.015 0.07
C -4.804 1.359 1.496 -0.16
F -5.076 0.592 2.570 0.08
```

Calculated values
- E_HOMO (alpha / beta): 0.38 / 0.27 eV
- Charge: -2
- Frontier orbital gap (alpha / beta): 0.1468 / 0.1495 Ha
- Electronic energy: -6811.72683 a.u.
- Energy relative to the best compared isomer or geometry (same formula, charge and spin): 0.157 eV